Formula: C55H138Br3N10O10
Source: the OMol25 dataset
Level of theory: ωB97M-V/def2-TZVPD

For the LUMO energy, the calculation gives -0.475 Ha. As for the largest force on an atom: 0.1796 hartree/bohr. As for the electronic energy: -11197.46734 Eh. As for the energy above the lowest of the compared OMol25 structures with the same formula, charge and spin: 0.00 kcal/mol. As for the HOMO-LUMO gap: 4.4 eV. Its molar mass is 1339.48 g/mol. As for the total charge: +7. As for the HOMO energy: -0.6378 Ha.

Each line ends with the Löwdin charge.
Element x y z (Å)
C (-13.604, 0.906, 17.889)  -0.01
C (-13.439, 2.227, 17.144)  -0.39
C (-13.698, 2.185, 15.667)  -0.13
C (-15.109, 1.878, 15.226)  -0.18
C (-16.036, 2.964, 15.668)  -0.13
C (-16.143, 3.020, 17.208)  -0.38
N (-14.626, 2.999, 17.940)  -0.01
O (-14.433, 3.519, 18.894)  0.26
C (-16.879, 1.855, 17.849)  -0.02
C (-16.755, 4.356, 17.646)  -0.02
C (-12.068, 2.852, 17.638)  0.01
H (-13.101, 0.083, 17.350)  0.12
H (-14.634, 0.624, 17.766)  0.06
H (-13.234, 1.035, 18.939)  0.12
H (-12.920, 1.446, 15.328)  0.16
H (-13.381, 3.174, 15.280)  0.15
H (-15.417, 0.983, 15.765)  0.09
H (-15.308, 1.536, 14.200)  0.14
H (-17.073, 2.819, 15.271)  0.16
H (-15.729, 3.958, 15.275)  0.14
H (-17.924, 2.165, 17.673)  0.11
H (-16.666, 1.809, 18.931)  0.11
H (-16.748, 0.927, 17.278)  0.08
H (-16.658, 4.459, 18.740)  0.10
H (-17.828, 4.413, 17.443)  0.11
H (-16.286, 5.158, 17.070)  0.10
H (-11.321, 2.205, 17.226)  0.09
H (-12.046, 2.864, 18.707)  0.07
H (-11.807, 3.872, 17.346)  0.10
C (-25.600, -9.639, 25.100)  -0.02
C (-25.320, -8.690, 23.944)  -0.38
C (-25.845, -7.269, 24.348)  -0.11
C (-25.110, -6.108, 23.689)  -0.18
C (-23.604, -6.139, 23.974)  -0.11
C (-22.956, -7.377, 23.338)  -0.45
N (-23.718, -8.634, 23.813)  0.05
O (-23.103, -9.631, 24.096)  0.22
C (-21.528, -7.586, 23.749)  -0.03
C (-22.952, -7.348, 21.829)  0.01
C (-25.770, -9.182, 22.554)  0.02
H (-25.497, -10.666, 24.787)  0.09
H (-26.681, -9.561, 25.362)  0.13
H (-25.080, -9.401, 26.031)  0.10
H (-25.586, -7.129, 25.415)  0.13
H (-26.922, -7.195, 24.222)  0.14
H (-25.503, -5.152, 24.095)  0.14
H (-25.326, -6.069, 22.640)  0.10
H (-23.339, -6.009, 25.034)  0.13
H (-23.208, -5.207, 23.524)  0.14
H (-21.084, -8.347, 23.131)  0.09
H (-21.427, -7.962, 24.754)  0.09
H (-21.047, -6.602, 23.688)  0.11
H (-22.133, -6.798, 21.436)  0.09
H (-23.934, -6.972, 21.480)  0.09
H (-22.883, -8.387, 21.500)  0.11
H (-25.241, -10.077, 22.199)  0.11
H (-25.532, -8.409, 21.844)  0.07
H (-26.832, -9.487, 22.595)  0.13
C (-24.563, 4.949, 24.492)  0.03
C (-23.827, 4.100, 23.405)  -0.46
C (-22.897, 4.956, 22.545)  -0.12
C (-21.575, 5.373, 23.176)  -0.17
C (-20.750, 4.141, 23.496)  -0.12
C (-21.459, 3.260, 24.577)  -0.42
N (-22.957, 3.152, 24.168)  0.10
O (-23.578, 2.091, 24.670)  0.17
C (-21.555, 3.921, 25.955)  0.01
C (-20.843, 1.877, 24.577)  -0.04
C (-24.845, 3.331, 22.573)  0.00
H (-25.056, 4.291, 25.235)  0.11
H (-25.324, 5.620, 24.097)  0.11
H (-23.766, 5.637, 24.894)  0.10
H (-23.478, 5.866, 22.304)  0.15
H (-22.720, 4.514, 21.536)  0.14
H (-21.701, 5.871, 24.105)  0.09
H (-21.057, 5.980, 22.457)  0.13
H (-19.770, 4.517, 23.842)  0.13
H (-20.444, 3.503, 22.627)  0.14
H (-21.798, 4.971, 25.741)  0.08
H (-20.688, 3.837, 26.563)  0.09
H (-22.400, 3.639, 26.590)  0.11
H (-21.132, 1.185, 23.744)  0.06
H (-21.091, 1.344, 25.513)  0.09
H (-19.753, 2.011, 24.618)  0.10
H (-25.494, 2.651, 23.138)  0.10
H (-24.216, 2.705, 21.931)  0.10
H (-25.390, 3.944, 21.846)  0.12
C (-13.056, -6.965, 15.262)  -0.01
C (-12.116, -6.599, 16.459)  -0.30
C (-12.804, -6.373, 17.804)  -0.18
O (-11.831, -6.262, 18.856)  -0.20
C (-11.670, -4.977, 19.401)  -0.09
N (-11.025, -7.669, 16.637)  0.21
H (-10.459, -7.332, 17.438)  0.16
H (-11.515, -8.576, 16.847)  0.20
H (-10.380, -7.674, 15.831)  0.18
H (-13.327, -6.005, 14.828)  0.09
H (-13.950, -7.598, 15.475)  0.11
H (-12.427, -7.453, 14.513)  0.09
H (-11.506, -5.691, 16.210)  0.17
H (-13.559, -7.109, 18.000)  0.13
H (-13.296, -5.471, 17.544)  0.11
H (-11.340, -4.265, 18.636)  0.09
H (-10.818, -5.113, 20.075)  0.10
H (-12.575, -4.668, 19.906)  0.08
C (-13.370, -11.678, 25.411)  -0.03
C (-14.614, -12.253, 24.750)  -0.34
C (-15.408, -11.237, 23.953)  -0.17
O (-16.549, -11.904, 23.350)  -0.19
C (-17.203, -11.112, 22.398)  -0.11
N (-14.329, -13.445, 23.886)  0.22
H (-14.223, -14.300, 24.467)  0.19
H (-15.181, -13.553, 23.305)  0.17
H (-13.415, -13.384, 23.334)  0.21
H (-12.937, -12.385, 26.114)  0.10
H (-13.757, -10.946, 26.129)  0.10
H (-12.574, -11.217, 24.845)  0.09
H (-15.166, -12.662, 25.595)  0.16
H (-14.714, -10.721, 23.212)  0.16
H (-15.711, -10.465, 24.695)  0.15
H (-17.743, -10.199, 22.802)  0.10
H (-18.052, -11.688, 21.972)  0.10
H (-16.552, -10.868, 21.559)  0.09
C (-20.762, -3.847, 32.109)  -0.02
C (-21.515, -3.147, 31.032)  -0.36
C (-21.953, -4.079, 29.904)  -0.19
O (-22.890, -3.469, 29.055)  -0.20
C (-22.434, -2.911, 27.834)  -0.06
N (-22.766, -2.590, 31.544)  0.22
H (-23.364, -3.261, 32.008)  0.18
H (-22.510, -1.877, 32.236)  0.19
H (-23.340, -2.184, 30.769)  0.19
H (-19.703, -3.945, 31.904)  0.10
H (-21.180, -4.802, 32.338)  0.09
H (-20.783, -3.194, 33.034)  0.12
H (-20.996, -2.285, 30.651)  0.16
H (-22.404, -4.979, 30.377)  0.15
H (-21.093, -4.426, 29.308)  0.14
H (-21.341, -2.890, 27.884)  0.09
H (-22.920, -1.959, 27.700)  0.09
H (-22.633, -3.521, 26.935)  0.09
C (-7.931, 2.659, 23.074)  -0.03
C (-8.096, 1.312, 23.666)  -0.35
C (-9.316, 0.559, 23.166)  -0.25
O (-9.247, -0.722, 23.650)  -0.20
C (-10.439, -1.550, 23.318)  -0.01
N (-6.906, 0.483, 23.401)  0.26
H (-7.055, -0.455, 23.722)  0.16
H (-6.615, 0.558, 22.462)  0.16
H (-6.231, 0.877, 24.047)  0.19
H (-8.850, 3.211, 23.289)  0.11
H (-7.671, 2.682, 22.001)  0.11
H (-7.176, 3.244, 23.553)  0.09
H (-8.196, 1.352, 24.747)  0.17
H (-9.426, 0.660, 22.080)  0.14
H (-10.233, 1.037, 23.578)  0.15
H (-10.053, -2.559, 23.164)  0.09
H (-10.921, -1.186, 22.394)  0.09
H (-11.184, -1.332, 24.096)  0.10
C (-18.450, -5.741, 16.588)  0.00
C (-19.192, -4.347, 16.878)  -0.27
C (-20.146, -4.454, 18.014)  -0.18
O (-20.537, -3.112, 18.416)  -0.22
C (-21.426, -2.905, 19.488)  -0.11
N (-18.216, -3.261, 17.343)  0.16
H (-17.510, -3.498, 18.046)  -0.12
H (-17.721, -2.859, 16.559)  0.15
H (-18.785, -2.515, 17.816)  0.16
H (-17.763, -5.650, 15.739)  0.08
H (-19.240, -6.368, 16.238)  0.08
H (-17.928, -6.027, 17.462)  0.04
H (-19.802, -4.024, 16.009)  0.17
H (-19.627, -4.959, 18.828)  0.13
H (-21.000, -5.054, 17.734)  0.14
H (-21.213, -3.595, 20.312)  0.06
H (-22.506, -2.950, 19.287)  0.10
H (-21.189, -1.923, 19.911)  0.06
C (-17.545, -2.269, 25.214)  -0.08
C (-17.355, -3.139, 23.986)  -0.31
C (-18.480, -4.256, 24.081)  -0.24
O (-18.659, -5.079, 22.926)  -0.22
C (-17.702, -6.146, 22.971)  -0.11
N (-17.610, -2.426, 22.634)  0.13
H (-17.445, -3.029, 21.853)  0.02
H (-18.676, -2.154, 22.582)  -0.01
H (-17.056, -1.574, 22.480)  -0.07
H (-17.204, -2.857, 26.071)  0.09
H (-18.562, -1.901, 25.233)  0.04
H (-16.941, -1.375, 25.003)  0.00
H (-16.366, -3.605, 23.872)  0.14
H (-19.443, -3.726, 24.258)  0.02
H (-18.248, -4.909, 24.908)  0.11
H (-17.777, -6.701, 22.045)  0.08
H (-17.996, -6.769, 23.808)  0.08
H (-16.660, -5.832, 22.925)  0.08
C (-15.204, 2.568, 29.676)  -0.02
C (-14.279, 3.025, 28.525)  -0.24
C (-15.035, 3.008, 27.196)  -0.16
O (-15.781, 4.222, 27.197)  -0.25
C (-16.681, 4.408, 26.068)  -0.03
N (-14.032, 4.540, 28.735)  0.21
H (-13.389, 4.886, 28.011)  0.18
H (-14.854, 5.021, 28.423)  0.13
H (-13.681, 4.824, 29.648)  0.18
H (-14.846, 2.778, 30.662)  0.08
H (-15.159, 1.475, 29.503)  0.11
H (-16.195, 2.994, 29.514)  0.09
H (-13.336, 2.478, 28.656)  0.16
H (-15.725, 2.156, 27.185)  0.14
H (-14.480, 2.963, 26.279)  0.13
H (-16.294, 5.198, 25.382)  0.11
H (-17.566, 4.822, 26.549)  0.09
H (-16.835, 3.479, 25.504)  0.09
Br (-16.100, -4.141, 19.613)  -0.30
Br (-20.876, -1.863, 23.129)  -0.23
Br (-15.229, -0.319, 23.080)  -0.48